No. 1
Below is a 2-piece molecular cluster, C21H21F6O2 overall, with properties calculated with ωB97M-V/def2-TZVPD.

## Properties
* HOMO: -12.1 eV
* gap between HOMO and LUMO: 8.01 eV
* M: 419.38 g mol⁻¹
* total charge: +1

Cartesian coordinates (Å):
C -3.56042 -2.47127 -1.61879
C -2.13471 -2.54267 -1.08315
C -1.13582 -2.08612 -2.14775
C 0.28973 -2.37438 -1.88658
H 0.21275 -0.55762 0.78216
O 0.66391 -3.24883 -1.00697
C 2.14817 -3.21093 -0.93644
C 2.52054 -2.06657 -1.81044
O 1.23239 -1.66348 -2.42768
H -4.26809 -2.88251 -0.89619
H -3.86215 -1.44236 -1.84808
H -3.64124 -3.06647 -2.53453
H -2.01149 -1.90345 -0.19891
H -1.89426 -3.57052 -0.78608
H -1.38149 -2.57599 -3.09706
H -1.20801 -1.00349 -2.30954
H 2.45539 -3.07329 0.10409
H 2.53473 -4.15924 -1.32039
H 2.92261 -1.22935 -1.22115
H 3.20575 -2.35618 -2.61251
F 5.75309 2.89684 -0.56753
C 5.61600 2.29268 0.65219
F 6.53717 1.28254 0.70992
F 5.98658 3.22615 1.58531
C 4.21139 1.81237 0.88687
C 3.98135 0.72970 1.72861
C 2.67098 0.31319 1.93108
C 1.57839 0.93605 1.30171
C 0.21515 0.27872 1.48603
C -1.13220 0.97325 1.30209
C -1.36784 2.19948 0.66900
C -2.66906 2.59611 0.34123
C -3.75228 1.82496 0.73575
C -5.13568 2.29317 0.37267
F -6.05427 1.28211 0.34710
F -5.59874 3.23778 1.25320
F -5.14771 2.88899 -0.86211
C -3.56198 0.66212 1.47713
C -2.25646 0.25402 1.74315
C 1.85273 1.98807 0.42684
C 3.15730 2.47049 0.27118
H 4.81396 0.20675 2.19483
H 2.48568 -0.54458 2.58035
H 0.21375 -0.20377 2.47965
H -0.56470 2.88761 0.42354
H -2.84558 3.50461 -0.23347
H -4.40938 0.07995 1.83729
H -2.09631 -0.65054 2.33250
H 1.07343 2.43400 -0.18553
H 3.35693 3.33190 -0.36459


No. 2
Below is C21H21F9N2O3RuSi as an isolated structure, with properties calculated with ωB97M-V/def2-TZVPD.

## Properties
* HOMO (spin up / spin down): -7.6 / -7.9 eV
* gap between HOMO and LUMO (spin up / spin down): 7.62 / 5.76 eV
* expectation value of S²: 6.0503
* energy relative to the best compared isomer or geometry (same formula, charge and spin): 14.91 kcal/mol
* M: 649.55 g mol⁻¹
* 2S+1: 5

Cartesian coordinates (Å):
Ru -0.18654 0.41554 -0.77357
C -2.17774 4.01976 -2.31833
C -1.46089 2.68917 -2.31116
O -1.15222 2.18551 -1.19167
C -1.18627 2.11138 -3.56234
C -0.54853 0.89551 -3.79349
C -0.29868 0.40331 -5.18838
N -0.12935 0.10508 -2.80246
N 0.46014 -1.03005 -3.18525
C 0.88491 -1.78134 -2.18659
O 0.71857 -1.41887 -0.97404
C 1.55804 -3.04051 -2.53066
C 2.10467 -3.84155 -1.52850
C 2.74872 -5.01912 -1.85706
C 2.85447 -5.41326 -3.18182
C 2.31385 -4.62163 -4.18498
C 1.67070 -3.44149 -3.86374
H -2.33975 4.34646 -1.29603
H -3.13413 3.93325 -2.83072
H -1.58972 4.76293 -2.85397
H -1.50230 2.66983 -4.43014
H -0.67263 1.08692 -5.94242
H -0.77011 -0.57245 -5.30432
H 0.77268 0.25384 -5.32203
H 2.02445 -3.53111 -0.50019
H 3.17132 -5.63191 -1.07532
H 3.36118 -6.33507 -3.42822
H 2.39944 -4.92911 -5.21803
H 1.24282 -2.81642 -4.63052
C -3.40721 2.54786 2.66334
Si -1.52031 2.75962 2.88817
C -1.12810 2.73960 4.76046
C -0.76859 4.35333 2.14663
C -0.69508 1.34909 2.04689
C -0.11310 0.54133 1.26076
H -3.95800 3.23847 3.29686
H -3.70102 1.53875 2.94070
H -3.72217 2.70316 1.63579
H -1.70188 3.49407 5.29096
H -0.07690 2.93169 4.94749
H -1.35890 1.77823 5.20569
H -1.01545 5.23014 2.73909
H -1.09562 4.52646 1.12681
H 0.31372 4.26117 2.12494
F -0.94357 -0.52751 4.20054
C -0.53683 -1.49096 3.37938
F -0.49245 -2.60577 4.11662
F -1.47385 -1.67006 2.45492
C 0.84415 -1.19317 2.71908
O 0.73806 -0.58382 1.47519
C 1.77681 -0.39135 3.66911
F 1.35445 0.84619 3.89654
F 2.99643 -0.29815 3.13893
F 1.90130 -0.98642 4.85866
C 1.50939 -2.56135 2.40197
F 2.57046 -2.42179 1.61861
F 1.92129 -3.21135 3.49138
F 0.64584 -3.35206 1.77045


No. 3
Below is an isolated molecule of C21H21N3O3S, with properties calculated with ωB97M-V/def2-TZVPD.

## Properties
* HOMO: -9.2 eV
* gap between HOMO and LUMO: 9.49 eV
* energy relative to the best compared isomer or geometry (same formula, charge and spin): 43.88 kcal/mol
* M: 395.48 g mol⁻¹

Cartesian coordinates (Å):
C 0.10122 -3.06841 1.03916
C 1.28204 -2.32778 0.50322
C 1.24171 -1.75110 -0.76358
C 2.31996 -1.03593 -1.25104
C 3.44372 -0.88650 -0.46274
S 4.82838 0.07114 -1.07035
O 5.19422 -0.40486 -2.37078
O 5.81991 0.15116 -0.04031
N 4.25268 1.62123 -1.31279
C 3.78690 2.33865 -0.14644
C 2.40188 1.92573 0.28215
C 2.17921 1.30554 1.50467
C 0.91616 0.86343 1.84656
C -0.15605 1.05110 0.98104
C -1.49005 0.51791 1.37947
O -1.61569 -0.51046 2.02041
N -2.54589 1.26828 0.99366
C -3.91495 0.84733 1.20896
C -4.52853 0.33821 -0.06806
C -3.98767 -0.76889 -0.71536
C -4.55558 -1.19851 -1.90165
C -5.64668 -0.49929 -2.39907
N -6.16748 0.55297 -1.79390
C -5.62144 0.95855 -0.66163
C 0.06049 1.67859 -0.24156
C 1.32805 2.10901 -0.58279
C 3.51302 -1.45762 0.79140
C 2.43399 -2.17891 1.26941
H -0.56842 -2.36272 1.53394
H 0.40491 -3.81325 1.76975
H -0.45064 -3.55645 0.23939
H 0.35687 -1.86776 -1.37238
H 2.30353 -0.60435 -2.24031
H 3.64872 1.67016 -2.11773
H 3.81362 3.41083 -0.37066
H 4.51691 2.12307 0.63552
H 3.00433 1.15937 2.18505
H 0.74147 0.36316 2.78674
H -2.39353 2.10647 0.45669
H -4.49682 1.68217 1.60903
H -3.87339 0.04378 1.95109
H -3.13842 -1.28035 -0.28464
H -4.16467 -2.05561 -2.42771
H -6.12761 -0.79205 -3.32287
H -6.08565 1.82330 -0.20328
H -0.74929 1.80470 -0.94680
H 1.48777 2.59342 -1.53614
H 4.41515 -1.32805 1.36808
H 2.48162 -2.63042 2.24916